Molecular formula: C43H36Br3N7O14
Method: DFT, the ωB97M-V functional and the def2-TZVPD basis

```
103
Properties=species:S:1:pos:R:3:forces:R:3:lowdin_charge:R:1
C 2.5880 -2.7376 -5.0348 -0.732 0.479 -0.086 -1.659
Br 4.2578 -3.5878 -5.3383 0.230 0.045 0.133 0.604
Br 1.2850 -3.2895 -6.3481 0.007 0.000 0.063 0.575
Br 2.6619 -0.8000 -4.9519 0.294 -0.088 -0.215 0.600
H 2.1776 -2.9935 -4.0701 0.231 -0.402 0.055 -0.046
C 1.9521 6.5347 -3.3450 -0.480 0.087 -0.297 -0.058
C 1.4752 6.8084 -4.6281 1.019 0.008 0.371 -0.061
C 1.0487 5.7803 -5.4473 -0.611 0.696 -0.103 -0.003
C 0.9106 4.5181 -4.9108 -0.125 -0.029 -0.123 -0.146
C 1.2934 4.2386 -3.6197 0.282 -0.059 0.569 0.002
C 1.8431 5.2469 -2.8474 0.300 0.009 0.160 -0.059
N 0.3109 3.4636 -5.7371 0.340 -0.320 0.067 -0.348
O -0.2653 3.7881 -6.7490 -0.074 0.058 -0.093 0.098
O 0.4535 2.3161 -5.3522 -0.112 -0.037 0.025 0.054
H 2.3625 7.3521 -2.7675 0.012 -0.129 0.172 0.108
H 1.5758 7.8245 -4.9865 -0.169 -0.085 -0.233 0.109
H 0.7470 6.0112 -6.4584 -0.070 -0.278 -0.037 0.122
H 1.2146 3.2752 -3.1397 -0.201 -0.204 -0.489 0.092
H 2.1993 4.9673 -1.8639 -0.075 0.276 0.059 0.083
C 3.1966 -1.0249 5.1278 0.107 0.062 -0.346 -0.069
C 1.9243 -0.7693 4.6263 0.132 -0.269 -0.175 -0.059
C 1.3122 0.4314 4.8957 -0.627 0.923 0.285 -0.007
C 1.9172 1.3303 5.7672 0.419 -0.466 -0.564 -0.161
C 3.1577 1.0664 6.3047 -0.024 0.183 0.405 -0.014
C 3.7958 -0.1277 5.9915 0.335 0.604 -0.226 -0.074
N 1.3315 2.6663 5.9604 -0.286 0.027 -0.176 -0.349
O 0.2839 2.9028 5.3929 0.076 -0.028 0.134 0.082
O 1.9427 3.4557 6.6503 0.017 0.016 0.074 0.080
H 3.7716 -1.8387 4.7033 -0.134 -0.288 0.411 0.109
H 1.4418 -1.4974 3.9873 0.013 0.113 -0.147 0.103
H 0.4053 0.7780 4.4154 -0.132 -0.435 0.043 0.112
H 3.6115 1.8342 6.9155 0.132 -0.142 0.071 0.121
H 4.8247 -0.2428 6.3082 -0.086 -0.268 0.124 0.109
C -3.9541 0.5968 2.1338 -1.300 0.499 0.693 -0.082
C -5.3178 0.4585 1.8671 0.314 -0.562 -1.274 -0.065
C -6.0058 1.4183 1.1372 0.259 -0.505 0.366 -0.001
C -5.3439 2.5959 0.8565 -0.042 0.204 -0.399 -0.150
C -3.9926 2.7648 1.0716 0.379 -0.144 0.175 0.006
C -3.3044 1.7504 1.7143 0.516 -0.650 0.591 -0.066
N -6.0887 3.6931 0.2203 0.416 0.119 -0.278 -0.359
O -5.5286 4.7656 0.1020 0.007 -0.032 0.081 0.077
O -7.2069 3.4535 -0.1639 -0.560 -0.053 -0.095 0.085
H -3.5409 -0.1332 2.8169 0.637 -0.040 -0.414 0.102
H -5.7792 -0.5175 1.9745 -0.126 0.166 0.514 0.109
H -6.9861 1.1798 0.7581 -0.217 0.457 0.162 0.121
H -3.4632 3.6438 0.7370 -0.227 0.167 0.084 0.123
H -2.2511 1.8162 1.9629 -0.028 0.339 -0.225 0.096
C 6.2127 2.8755 2.2252 0.175 -0.850 -0.502 -0.062
C 5.8626 3.6859 1.1486 -0.574 0.891 0.031 -0.060
C 4.5283 3.9531 0.8800 -0.405 0.005 0.157 0.001
C 3.5533 3.4363 1.7239 0.625 0.412 0.052 -0.143
C 3.9051 2.7146 2.8358 -0.254 -1.007 0.499 0.005
C 5.2300 2.3586 3.0547 -0.336 0.161 -0.480 -0.051
N 2.1440 3.7482 1.4891 -0.122 0.288 -0.045 -0.336
O 1.3436 3.4493 2.3473 -0.083 -0.223 0.038 0.085
O 1.8538 4.3210 0.4525 0.038 -0.126 -0.092 0.052
H 7.2162 2.4690 2.2845 0.129 0.476 0.294 0.110
H 6.5586 4.2619 0.5517 0.418 -0.593 -0.031 0.111
H 4.2058 4.5706 0.0535 0.198 0.019 -0.033 0.113
H 3.1531 2.2869 3.4861 -0.134 0.186 -0.080 0.104
H 5.4178 1.6035 3.8043 0.302 0.224 0.181 0.103
C 0.5873 0.5627 -2.1195 0.776 -0.007 -0.153 -0.060
C 0.5158 1.3309 -0.9695 -0.388 -0.066 0.265 -0.043
C 0.1729 0.7313 0.2353 -0.107 0.129 0.152 0.007
C -0.0497 -0.6379 0.2694 0.190 0.269 -0.220 -0.167
C 0.1478 -1.4270 -0.8454 0.216 -0.355 -0.706 -0.011
C 0.4760 -0.8202 -2.0475 -0.572 0.383 0.038 -0.069
N -0.5479 -1.2526 1.4943 0.498 -0.175 0.302 -0.331
O -0.9426 -0.5224 2.3823 -0.083 0.087 0.040 0.059
O -0.5117 -2.4668 1.5769 -0.129 -0.017 -0.054 0.061
H 0.8481 1.0321 -3.0619 -0.222 -0.061 -0.054 0.072
H 0.6485 2.4047 -0.9953 0.069 -0.005 -0.021 0.092
H 0.0732 1.3270 1.1335 -0.069 -0.067 -0.001 0.104
H 0.0468 -2.5028 -0.8590 -0.246 0.040 0.423 0.114
H 0.5084 -1.3969 -2.9612 0.190 -0.103 0.063 0.083
C 1.0748 -6.4936 0.8800 -0.035 0.082 -0.272 -0.062
C 0.0097 -5.6784 0.5157 0.204 -0.016 -1.396 -0.057
C -1.1522 -6.2373 0.0050 -0.571 -0.127 1.140 0.008
C -1.3195 -7.6089 0.0710 0.470 0.086 -0.008 -0.142
C -0.2952 -8.4450 0.4912 0.016 0.230 -0.076 0.000
C 0.9215 -7.8758 0.8517 -0.502 -0.253 0.625 -0.064
N -2.6249 -8.1754 -0.2837 -0.071 -0.005 -0.187 -0.353
O -2.7672 -9.3693 -0.1583 -0.019 -0.320 0.056 0.090
O -3.4895 -7.4187 -0.6828 0.000 0.138 0.015 0.067
H 2.0218 -6.0250 1.1139 0.012 -0.170 0.279 0.107
H 0.1126 -4.6079 0.3942 0.146 0.031 0.525 0.080
H -2.0095 -5.6263 -0.2336 0.154 0.069 -0.334 0.090
H -0.4278 -9.5140 0.5532 -0.152 0.001 -0.073 0.119
H 1.6475 -8.5670 1.2612 0.385 0.283 -0.273 0.108
C -3.3487 -2.6918 -0.3327 0.433 0.863 0.504 -0.066
C -3.0546 -1.4855 -0.9719 -0.090 -0.383 0.243 -0.070
C -3.1682 -1.3821 -2.3409 -0.027 0.705 -0.054 -0.002
C -3.5705 -2.4843 -3.0576 0.070 -0.330 0.137 -0.150
C -3.8642 -3.6815 -2.4406 -0.528 -0.157 0.005 0.011
C -3.7716 -3.7781 -1.0577 -0.139 -0.544 -0.660 -0.071
N -3.6723 -2.3838 -4.5155 0.196 0.257 -0.080 -0.355
O -3.1041 -1.4494 -5.0499 -0.127 -0.103 0.007 0.079
O -4.3012 -3.2418 -5.0907 -0.126 -0.177 -0.212 0.089
H -3.2027 -2.7012 0.7414 -0.212 -0.351 0.019 0.107
H -2.7306 -0.6427 -0.3772 -0.110 0.126 -0.076 0.097
H -3.0064 -0.4407 -2.8478 0.175 -0.071 -0.044 0.126
H -4.2583 -4.5182 -3.0008 0.213 0.051 -0.164 0.125
H -4.0517 -4.7393 -0.6459 0.099 0.142 0.403 0.099
```
Forces are in eV/Å.

## Properties
lowest unoccupied orbital energy = -1.1 eV
electronic energy = -294378.185 eV
spin multiplicity = 1
strongest force on any atom = 1.56 eV/A
ΔE to the lowest compared entry with this formula, charge and spin = 0.121 eV
orbital gap = 8.85 eV

Molecular formula: C3H3N3O2
Method: DFT, the ωB97M-V functional and the def2-TZVPD basis

```
11
Properties=species:S:1:pos:R:3:forces:R:3:nbo_charge:R:1
C 0.1404 -0.2897 -0.6225 -0.991 -2.010 0.631 0.531
C -0.5138 0.5685 0.1585 0.681 2.343 -0.626 -0.470
C -0.5709 0.4192 1.5137 -2.364 1.570 1.883 0.541
H 0.6690 1.0913 -2.0507 -1.205 -3.909 0.240 0.425
H 0.8332 -0.7123 -2.4299 -0.205 0.927 0.122 0.407
H -0.7005 1.6467 -0.0434 -0.024 -1.144 -0.870 0.248
N 0.3207 0.0131 -1.9072 2.542 2.048 -2.210 -0.793
N 0.0246 -0.7313 2.0551 2.707 -4.242 -2.414 -0.177
N 0.5312 -1.6519 1.2978 -2.051 2.286 2.723 0.200
O -1.1602 1.2553 2.2037 1.069 -1.426 0.349 -0.551
O 0.4264 -1.6089 -0.1750 -0.159 3.556 0.172 -0.361
```
Forces are in eV/Å.

## Properties
lowest unoccupied orbital energy = -0.9 eV
electronic energy = -11720.970 eV
spin multiplicity = 1
strongest force on any atom = 5.58 eV/A
ΔE to the lowest compared entry with this formula, charge and spin = 4.987 eV
orbital gap = 8.64 eV
structure (SMILES) = Nc1cc(=O)nno1

Molecular formula: CH4Cl2OP
Method: DFT, the ωB97M-V functional and the def2-TZVPD basis

```
9
Properties=species:S:1:pos:R:3:forces:R:3:nbo_charge:R:1
C 0.0168 1.6005 -1.6752 -0.079 -0.335 0.199 -0.536
O 0.4763 -2.3477 1.8008 2.593 -1.673 -0.693 -0.979
P -0.8363 -1.6285 1.6763 -1.876 2.198 0.932 1.494
Cl -0.7423 -0.3787 3.2728 -0.104 -1.018 -1.254 -0.153
Cl -0.1640 0.1451 -0.6907 -0.093 -1.242 0.257 -0.120
H -0.7407 1.6261 -2.4339 -0.513 0.426 0.167 0.245
H 0.1737 2.3442 -0.9580 -1.060 1.712 0.794 0.233
H 0.9634 1.6072 -2.0995 1.741 -0.782 -1.257 0.229
H 0.8529 -2.9682 1.1073 -0.609 0.715 0.855 0.587
```
Forces are in eV/Å.

## Properties
lowest unoccupied orbital energy = -7.0 eV
electronic energy = -37475.334 eV
spin multiplicity = 1
charge = +1
strongest force on any atom = 3.16 eV/A
ΔE to the lowest compared entry with this formula, charge and spin = 2.323 eV
orbital gap = 7.91 eV

Molecular formula: C5H10O
Method: DFT, the ωB97M-V functional and the def2-TZVPD basis

```
16
Properties=species:S:1:pos:R:3:forces:R:3:nbo_charge:R:1
C 1.3812 -0.9647 0.0642 -0.019 -0.005 0.011 -0.614
C 0.4591 -0.0037 0.8138 0.149 -0.032 0.177 -0.242
C 0.3422 1.4555 0.2601 0.160 0.184 0.054 -0.420
C -1.1489 1.1993 0.2099 -0.097 0.016 0.221 -0.242
C -1.0510 -0.0487 0.6810 -0.053 0.145 0.214 -0.156
O -1.4532 -1.1394 -1.6886 0.089 -0.184 -0.575 -0.943
H 1.1896 -2.0119 0.3267 -0.026 0.171 -0.005 0.215
H 1.3041 -0.8642 -1.0267 -0.052 0.042 0.189 0.194
H 2.4241 -0.7490 0.3266 -0.169 -0.032 -0.071 0.219
H 0.7278 -0.0175 1.8749 0.124 0.069 -0.038 0.206
H 0.6310 2.2315 0.9739 0.094 -0.022 -0.078 0.208
H 0.8654 1.6317 -0.6892 -0.164 -0.055 0.152 0.203
H -1.9974 1.8290 -0.0456 0.148 -0.073 0.034 0.212
H -1.3373 -0.2248 -1.3914 -0.133 -0.308 -0.110 0.477
H -1.7734 -0.8181 0.9355 0.092 0.144 -0.086 0.221
H -0.5633 -1.5048 -1.6250 -0.143 -0.059 -0.089 0.461
```
Forces are in eV/Å.

## Properties
lowest unoccupied orbital energy = 1.0 eV
electronic energy = -7392.845 eV
spin multiplicity = 1
strongest force on any atom = 0.61 eV/A
ΔE to the lowest compared entry with this formula, charge and spin = 1.921 eV
orbital gap = 10.50 eV
structure (SMILES) = C[C@@H]1C=CC1.O

Molecular formula: C4H9BrO
Method: DFT, the ωB97M-V functional and the def2-TZVPD basis

```
15
Properties=species:S:1:pos:R:3:forces:R:3:nbo_charge:R:1
C -0.7275 -0.7162 -1.4632 -1.343 -1.129 -3.290 -0.740
C 0.5683 -0.3756 1.9664 -2.024 -3.355 1.085 -0.723
C 0.4663 0.0594 -1.1492 2.687 -1.518 4.214 0.275
C 0.2130 0.7403 1.1801 -0.440 2.862 -3.298 -0.251
O 0.5830 1.2094 -1.7810 1.342 0.293 -0.245 -0.650
Br -1.7665 1.4420 1.2246 1.688 -0.826 0.100 -0.149
H -1.6036 -0.2109 -1.0547 -0.232 -0.470 0.500 0.253
H -0.7031 -1.8470 -1.3867 0.021 1.569 0.667 0.252
H -0.9313 -0.5870 -2.6413 0.626 -0.203 2.188 0.219
H -0.0100 -1.2592 1.6270 0.206 0.109 0.120 0.203
H 1.5793 -0.6582 1.8277 1.287 0.062 -0.161 0.231
H 0.3504 -0.3518 3.0279 0.129 0.425 0.478 0.214
H 1.4659 -0.5550 -0.8670 -2.281 1.923 -1.101 0.205
H 0.8165 1.6354 1.4805 -0.753 -0.433 -0.846 0.182
H -0.3008 1.4745 -1.9911 -0.913 0.693 -0.411 0.481
```
Forces are in eV/Å.

## Properties
lowest unoccupied orbital energy (spin up / spin down) = 0.7 / 0.7 eV
electronic energy = -76380.182 eV
spin multiplicity = 1
strongest force on any atom = 5.22 eV/A
ΔE to the lowest compared entry with this formula, charge and spin = 3.597 eV
orbital gap (spin up / spin down) = 8.39 / 8.39 eV

Molecular formula: C3H12NO3
Method: DFT, the ωB97M-V functional and the def2-TZVPD basis

```
19
Properties=species:S:1:pos:R:3:forces:R:3:nbo_charge:R:1
C -0.1135 0.4119 -0.3621 1.655 -1.732 0.703 -0.082
O 1.1319 -0.1876 -0.3405 0.267 -0.507 -0.429 -1.014
C -1.0459 -0.3476 0.6140 -1.587 -0.332 -2.751 -0.068
C -2.4607 0.2942 0.7769 0.900 -1.887 1.105 -0.642
N -1.2446 -1.7828 0.0984 2.354 0.775 0.064 -0.870
H -0.3924 0.3535 -1.4232 -1.348 0.504 0.031 0.132
H 0.0604 1.4130 -0.0165 -0.783 1.417 0.119 0.120
H -0.5210 -0.6044 1.5185 0.164 0.908 0.672 0.185
H -2.6489 0.1878 1.8373 -0.529 0.405 0.419 0.197
H -2.6717 1.2932 0.4616 0.382 0.679 -0.351 0.197
H -3.1397 -0.4137 0.3204 -0.398 0.118 -0.352 0.208
H -1.3602 -1.7540 -0.9088 -0.961 0.491 -0.424 0.326
H -0.2079 -1.9371 -0.0024 -0.616 -0.662 0.594 0.380
H 3.0101 -0.5545 0.6135 -0.642 0.239 -0.153 0.494
H 2.1258 0.3140 1.4946 0.176 -0.526 -0.735 0.487
O 2.9701 -0.1599 1.4881 0.867 0.210 1.204 -0.990
H 2.1959 1.9453 -2.0983 0.066 -0.161 0.017 0.443
H 1.8830 0.4832 -1.7201 0.264 -0.007 0.504 0.513
O 2.4293 1.0456 -2.3513 -0.230 0.066 -0.236 -1.017
```
Forces are in eV/Å.

## Properties
lowest unoccupied orbital energy = 4.0 eV
electronic energy = -10938.193 eV
spin multiplicity = 1
charge = -1
strongest force on any atom = 3.19 eV/A
ΔE to the lowest compared entry with this formula, charge and spin = 1.210 eV
orbital gap = 7.71 eV

Among the records above, which one has the highest strongest force on any atom? C3H3N3O2